{"formula": "C42H52F6N9O4P2Rb", "method": "the ωB97M-V functional and the def2-TZVPD basis", "symbols": ["Rb", "C", "C", "C", "P", "C", "C", "C", "C", "C", "C", "C", "C", "C", "C", "N", "C", "C", "C", "C", "C", "C", "C", "P", "C", "C", "C", "C", "C", "C", "H", "H", "H", "H", "H", "H", "H", "H", "H", "H", "H", "H", "H", "H", "H", "H", "H", "H", "H", "H", "H", "H", "H", "H", "H", "H", "H", "H", "H", "H", "H", "H", "H", "H", "H", "H", "H", "H", "H", "H", "N", "C", "N", "C", "N", "N", "C", "N", "C", "C", "C", "C", "C", "N", "H", "H", "H", "H", "H", "H", "H", "H", "F", "C", "C", "N", "C", "C", "O", "O", "C", "O", "N", "C", "O", "H", "H", "H", "H", "F", "C", "F", "C", "F", "F", "F"], "coordinates": [[0.12, -0.07, 0.48], [1.92, 3.63, 0.85], [2.82, 2.42, 0.58], [4.23, 2.66, 1.11], [2.54, 1.88, -1.18], [2.95, 3.35, -2.25], [2.48, 3.00, -3.67], [4.34, 3.97, -2.33], [3.83, 0.63, -1.54], [5.20, 0.89, -1.59], [6.15, -0.06, -1.96], [7.61, 0.28, -2.03], [5.67, -1.33, -2.29], [4.33, -1.65, -2.22], [3.35, -0.70, -1.80], [2.03, -0.94, -1.70], [1.50, -2.19, -1.51], [2.14, -3.22, -0.78], [1.53, -4.42, -0.50], [0.22, -4.68, -0.91], [-0.49, -5.94, -0.53], [-0.42, -3.67, -1.61], [0.17, -2.45, -1.94], [-0.91, -1.14, -2.63], [-2.06, -2.07, -3.78], [-1.54, -3.30, -4.55], [-3.39, -2.38, -3.07], [0.13, -0.21, -3.87], [0.97, -1.03, -4.83], [-0.74, 0.80, -4.62], [1.85, 3.82, 1.92], [0.90, 3.48, 0.49], [2.33, 4.52, 0.37], [2.42, 1.58, 1.15], [4.70, 3.53, 0.63], [4.87, 1.80, 0.96], [4.18, 2.87, 2.18], [2.26, 4.11, -1.86], [3.02, 2.13, -4.05], [2.65, 3.83, -4.36], [1.41, 2.75, -3.69], [5.05, 3.29, -2.81], [4.75, 4.23, -1.35], [4.31, 4.88, -2.93], [5.56, 1.88, -1.33], [7.87, 1.07, -1.32], [7.91, 0.64, -3.02], [8.24, -0.58, -1.80], [6.37, -2.10, -2.60], [4.00, -2.64, -2.48], [3.13, -3.02, -0.39], [2.06, -5.15, 0.10], [0.20, -6.79, -0.47], [-1.27, -6.19, -1.25], [-0.98, -5.86, 0.45], [-1.46, -3.84, -1.88], [-2.28, -1.30, -4.52], [-1.87, -4.23, -4.07], [-0.46, -3.34, -4.60], [-1.94, -3.31, -5.57], [-3.26, -3.12, -2.27], [-4.12, -2.79, -3.78], [-3.82, -1.49, -2.62], [0.81, 0.35, -3.22], [0.35, -1.57, -5.55], [1.58, -1.76, -4.29], [1.65, -0.38, -5.39], [-1.36, 0.32, -5.39], [-0.11, 1.54, -5.13], [-1.42, 1.34, -3.95], [-2.16, -3.07, 1.13], [-3.10, -2.15, 0.88], [-4.38, -2.49, 1.07], [-5.25, -1.53, 0.80], [-6.58, -1.82, 0.97], [-4.96, -0.29, 0.38], [-3.66, -0.07, 0.21], [-2.68, -0.94, 0.42], [-3.30, 1.31, -0.28], [-4.23, 2.33, -0.23], [-3.86, 3.59, -0.66], [-2.58, 3.78, -1.15], [-1.72, 2.69, -1.19], [-2.06, 1.48, -0.75], [-2.49, -3.89, 1.61], [-1.19, -2.77, 1.32], [-6.76, -2.61, 1.58], [-7.17, -1.02, 1.09], [-5.22, 2.13, 0.17], [-4.56, 4.42, -0.60], [-2.24, 4.75, -1.49], [-0.71, 2.79, -1.57], [1.13, 1.50, 7.05], [0.12, 0.66, 6.77], [-0.01, 0.12, 5.55], [-1.01, -0.76, 5.23], [-1.08, -1.30, 3.87], [0.22, -1.99, 3.42], [1.03, -2.33, 4.29], [0.28, -2.16, 2.16], [-1.99, -1.08, 6.13], [-2.93, -1.82, 5.91], [-1.82, -0.49, 7.38], [-0.83, 0.37, 7.81], [-0.82, 0.81, 8.95], [0.69, 0.35, 4.76], [-1.37, -0.50, 3.19], [-1.86, -2.05, 3.89], [-2.54, -0.72, 8.05], [-2.07, 2.06, 2.25], [-1.10, 2.05, 3.29], [0.11, 1.74, 2.54], [-0.91, 3.53, 3.56], [-1.99, 4.04, 4.19], [0.16, 3.75, 4.36], [-0.72, 4.33, 2.46]], "homo_lumo_gap_ha": 0.1930, "molar_mass_g_mol": 1008.3, "lumo_energy_ev": 3.60, "total_energy_ha": -3731.65409, "charge": -2}